Below is a structure of composition C32H35I2KN4O5 in a non-equilibrium geometry, with properties calculated with the ωB97M-V functional and the def2-TZVPD basis.

Output
Molecular weight, g mol⁻¹: 848.56
Orbital gap, eV: 5.9
Multiplicity: 1
HOMO energy, eV: -2.407
Calculated total energy, a.u.: -3031.0734
Energy above the lowest of the compared OMol25 structures with the same formula, charge and spin, kcal per mole: 52.3
Charge: -2

CARTESIAN COORDINATES (ANGSTROEM)
K1 0.4179 -1.4786 0.9273
I1 -4.0576 5.7037 -4.6059
C1 -3.3955 3.9132 -3.6661
C2 -3.1970 2.7734 -4.4260
C3 -2.8141 1.6264 -3.7685
I2 -2.5747 -0.1842 -4.8418
C4 -2.6131 1.5059 -2.3551
O1 -2.2628 0.4326 -1.8035
C5 -2.8856 2.7261 -1.6327
C6 -2.8418 2.6762 -0.1197
N1 -1.6188 2.1623 0.4595
C7 -0.4783 3.0556 0.4582
C8 0.1911 3.1143 1.8243
C9 1.5501 3.3806 1.9533
C10 2.1203 3.4016 3.2136
C11 1.3179 3.1580 4.3145
C12 -0.0279 2.9315 4.0896
N2 -0.5878 2.9248 2.8869
C13 -3.2510 3.8833 -2.2835
H1 -3.3466 2.7788 -5.4964
H2 -3.6501 2.0165 0.2219
H3 -3.0278 3.6760 0.2884
H4 -1.4301 1.2529 0.0247
H5 -0.8226 4.0723 0.2274
H6 0.2762 2.7904 -0.2953
H7 2.1650 3.5287 1.0753
H8 3.1823 3.5716 3.3358
H9 1.7301 3.1015 5.3112
H10 -0.7024 2.7371 4.9191
H11 -3.4513 4.7787 -1.7046
N3 -1.9107 -0.2870 2.2709
C14 -3.1440 -0.8689 2.7698
C15 -3.7228 -1.8129 1.7096
C16 -4.1720 -1.0386 0.4710
C17 -4.1868 -1.9120 -0.7812
N4 -2.8333 -2.3745 -1.0666
H12 -1.0973 -0.7966 2.5882
H13 -1.7807 0.6873 2.5164
H14 -3.8679 -0.0693 2.9613
H15 -2.9979 -1.4277 3.7081
H16 -4.5564 -2.3958 2.1190
H17 -2.9311 -2.4993 1.4037
H18 -3.4585 -0.2340 0.2933
H19 -5.1667 -0.6057 0.6241
H20 -4.6161 -1.3282 -1.6100
H21 -4.8253 -2.7907 -0.6148
H22 -2.2594 -1.5582 -1.2718
H23 -2.8264 -2.9569 -1.8949
C18 0.8045 -2.5298 -3.5086
C19 1.1199 -2.4933 -2.0179
O2 0.4705 -1.7420 -1.3013
C20 2.1771 -3.3599 -1.5226
C21 3.2175 -3.7614 -2.3725
C22 4.2672 -4.5358 -1.9389
C23 4.2850 -4.9533 -0.5975
C24 3.2734 -4.6150 0.2552
C25 2.1448 -3.8141 -0.1443
O3 1.1909 -3.5960 0.6438
H24 -0.1200 -1.9813 -3.6792
H25 0.6960 -3.5576 -3.8539
H26 1.6043 -2.0532 -4.0767
H27 3.2195 -3.4201 -3.4013
H28 5.0733 -4.8062 -2.6104
H29 5.1122 -5.5615 -0.2440
H30 3.2882 -4.9404 1.2889
O4 3.0463 -0.4200 3.9754
C26 2.4806 -0.2776 2.8787
O5 1.2527 -0.3529 2.6372
C27 3.3834 0.0604 1.6784
C28 4.7591 0.1370 1.8570
C29 5.5900 0.4726 0.7991
C30 5.0480 0.7367 -0.4520
C31 3.6744 0.6636 -0.6386
C32 2.8501 0.3326 0.4248
H31 5.1482 -0.0698 2.8452
H32 6.6640 0.5283 0.9413
H33 5.6947 0.9975 -1.2820
H34 3.2472 0.8696 -1.6131
H35 1.7765 0.3007 0.3019